DFT (ωB97M-V/def2-TZVPD) results for C15H18BrInN2O4 as an isolated structure.

Summary:
Energy above the lowest of the compared OMol25 structures with the same formula, charge and spin in eV: 1.6771
Net charge: -2
HOMO-LUMO gap in eV: 3.016
LUMO energy in eV: 3.351

Last column: Mulliken charge in e.
CARTESIAN COORDINATES (ANGSTROEM)
In: 2.983 0.397 1.283  0.502
Br: 3.601 0.589 -1.312  -0.646
O: 3.822 2.006 3.775  -0.702
O: 5.371 2.237 2.184  -0.650
O: -1.293 0.673 -1.165  -0.516
O: -3.334 0.507 -1.854  -0.619
N: -2.235 1.046 -1.829  0.982
N: -0.734 -2.240 1.948  0.304
C: 0.345 -3.134 2.414  -0.354
C: -2.105 -0.631 1.042  -0.350
C: -0.731 -1.158 1.089  -0.081
C: 3.199 -1.826 1.758  -1.007
C: 1.299 -3.672 1.284  -0.826
C: 2.324 -2.627 0.676  -0.394
C: -0.798 2.861 -2.672  -0.324
C: -2.039 2.239 -2.662  0.027
C: -3.095 2.732 -3.415  -0.414
C: -0.617 4.002 -3.443  -0.589
C: 4.280 1.728 2.557  0.288
C: -2.908 3.874 -4.181  -0.368
C: -2.934 -1.483 1.956  -0.877
C: -2.000 -2.482 2.489  -0.186
C: -1.671 4.509 -4.192  -0.362
H: 0.030 2.474 -2.088  0.616
H: 3.057 -3.219 0.045  0.321
H: 0.911 -2.687 3.280  0.155
H: 1.928 -4.482 1.770  0.335
H: -4.062 2.244 -3.412  0.418
H: 2.943 -2.079 2.821  0.300
H: -1.529 5.405 -4.788  0.353
H: 4.274 -2.133 1.595  0.322
H: 0.152 -0.768 0.548  0.225
H: -2.232 -3.305 3.209  0.250
H: 1.839 -1.900 -0.026  0.256
H: -4.026 -1.388 2.182  0.295
H: 0.347 4.497 -3.456  0.393
H: 0.750 -4.186 0.442  0.264
H: -3.728 4.273 -4.768  0.346
H: -2.480 0.241 0.477  0.312
H: 1.272 0.908 1.595  -0.326
H: -0.173 -4.043 2.846  0.328

***

DFT (ωB97M-V/def2-TZVPD) results for C15H18ClIrNO4S4 as an isolated structure.

Summary:
Expectation value of S²: 0.774
Energy above the lowest of the compared OMol25 structures with the same formula, charge and spin in eV: 2.5044
2S+1: 2
Net charge: +2
HOMO-LUMO gap (alpha / beta) in eV: 5.679 / 6.079
LUMO energy (alpha / beta) in eV: -9.475 / -9.083

Last column: Mulliken spin population.
CARTESIAN COORDINATES (ANGSTROEM)
Ir: 0.481 0.263 0.375  0.813
Cl: 1.472 0.980 2.806  -0.025
S: 0.708 -1.187 -3.765  0.000
S: 1.783 -1.676 -0.085  0.002
S: 1.827 1.323 -1.245  0.099
S: -3.250 2.260 0.630  -0.013
O: 0.454 1.930 2.400  0.010
O: 2.393 0.876 1.614  0.075
O: 0.848 -0.346 2.844  0.076
O: 2.162 1.319 3.968  0.006
N: -1.098 -1.033 0.919  0.018
C: -2.170 0.977 0.520  -0.049
C: 0.004 0.415 -3.285  -0.001
C: -3.174 -2.125 2.393  0.006
C: 3.170 0.133 -1.630  -0.003
C: -2.012 -2.848 2.156  -0.004
C: -1.110 2.643 -0.757  -0.006
C: -2.245 -0.335 1.133  0.031
C: -0.990 -2.268 1.437  0.000
C: -2.243 3.261 -0.350  -0.012
C: 0.175 -2.295 -2.432  0.000
C: 3.347 -0.906 -0.551  0.004
C: -1.022 1.319 -0.211  -0.023
C: 1.037 1.459 -2.889  -0.002
C: -3.293 -0.848 1.873  -0.008
C: 1.275 -2.749 -1.477  0.000
H: -0.668 -1.860 -1.895  -0.004
H: -4.178 -0.252 2.048  0.000
H: 0.967 -3.661 -0.961  0.000
H: -3.976 -2.554 2.978  0.000
H: 2.903 -0.320 -2.582  0.001
H: 2.203 -2.968 -2.005  0.000
H: 0.597 2.451 -2.906  -0.001
H: 1.884 1.492 -3.576  0.001
H: 4.082 0.719 -1.747  0.005
H: -2.535 4.284 -0.531  -0.001
H: -0.195 -3.200 -2.916  0.000
H: -0.349 3.152 -1.318  0.001
H: 4.044 -1.687 -0.860  0.000
H: -1.887 -3.851 2.538  0.001
H: -0.066 -2.802 1.280  0.000
H: 3.715 -0.486 0.382  0.000
H: -0.699 0.249 -2.473  0.006
H: -0.564 0.807 -4.129  -0.002

***

DFT (ωB97M-V/def2-TZVPD) results for one molecule with the formula C15H18F2N2O5S.

Summary:
SMILES: CN(C(=O)CO/N=C/c1ccc(OC(F)F)cc1)[C@H]1CCS(=O)(=O)C1
Net charge: 0
HOMO-LUMO gap in eV: 9.116
LUMO energy in eV: 0.252

Last column: natural (NBO) charge in e.
CARTESIAN COORDINATES (ANGSTROEM)
S: -5.093 1.702 -0.216  2.147
F: 7.791 0.632 -0.568  -0.345
F: 6.896 2.518 -0.040  -0.346
O: -0.460 -2.116 -1.183  -0.388
O: -5.288 1.443 -1.620  -0.950
O: -6.035 2.573 0.425  -0.937
O: -2.176 -2.229 1.828  -0.621
O: 6.326 0.689 1.138  -0.492
N: 0.677 -1.700 -0.510  -0.135
N: -2.794 -0.891 0.121  -0.438
C: -1.322 -2.824 -0.316  -0.160
C: -4.977 0.126 0.710  -0.671
C: 4.235 -0.377 1.280  -0.243
C: 3.046 -0.811 0.740  -0.151
C: 5.153 0.302 0.483  0.274
C: -3.508 -0.035 1.056  -0.065
C: -2.786 -0.558 -1.287  -0.431
C: 3.680 0.112 -1.386  -0.172
C: 4.878 0.551 -0.852  -0.231
C: 1.514 -1.040 -1.199  0.041
C: 2.752 -0.575 -0.607  -0.119
C: -3.384 2.283 0.082  -0.658
C: -2.886 1.373 1.184  -0.426
C: 7.297 1.332 0.485  0.792
C: -2.130 -1.949 0.645  0.656
H: -5.590 0.252 1.597  0.261
H: -3.190 1.781 2.150  0.226
H: -3.439 3.324 0.380  0.258
H: -3.398 -0.550 2.019  0.276
H: -1.996 -3.390 -0.964  0.209
H: -1.908 0.040 -1.546  0.196
H: 2.326 -1.341 1.342  0.238
H: -1.798 1.289 1.181  0.237
H: 1.342 -0.812 -2.252  0.183
H: 5.574 1.077 -1.485  0.232
H: 4.481 -0.553 2.315  0.231
H: -2.760 -1.464 -1.890  0.215
H: 3.468 0.304 -2.427  0.214
H: -3.685 -0.004 -1.546  0.233
H: -0.747 -3.521 0.304  0.224
H: -2.838 2.185 -0.849  0.243
H: 8.123 1.528 1.185  0.136
H: -5.367 -0.675 0.092  0.259

***

DFT (ωB97M-V/def2-TZVPD) results for C15H18F3FeN3SSi as an isolated structure.

Summary:
Expectation value of S²: 6.012
2S+1: 5
Net charge: 0
HOMO-LUMO gap (alpha / beta) in eV: 7.981 / 7.792
LUMO energy (alpha / beta) in eV: -0.057 / -0.256

Last column: Mulliken spin population.
CARTESIAN COORDINATES (ANGSTROEM)
Fe: -0.055 -0.124 -0.834  3.804
S: -0.339 -2.459 -0.085  0.054
Si: -0.286 2.799 -1.627  -0.009
F: -2.533 -4.505 -1.223  0.000
F: -2.329 -4.685 0.929  0.000
F: -4.296 -4.653 0.024  0.000
N: -2.020 -0.507 0.322  0.037
N: 1.982 0.417 -0.053  0.058
N: 0.314 1.942 -0.270  0.072
C: -1.938 -1.846 0.138  -0.037
C: 0.628 2.050 -3.131  0.015
C: -3.114 -2.622 0.088  0.017
C: -3.214 0.079 0.410  0.002
C: 1.637 1.728 -0.062  -0.030
C: -3.056 -4.115 -0.046  0.003
C: 3.259 0.039 0.066  0.000
C: -0.163 4.678 -1.544  0.002
C: 3.542 -1.435 0.031  0.001
C: -2.105 2.375 -1.924  0.012
C: -4.343 -1.988 0.135  0.002
C: 3.939 2.325 0.220  0.002
C: 4.272 0.972 0.202  0.004
C: -4.403 -0.610 0.293  0.001
C: 2.624 2.717 0.097  -0.003
H: 2.610 -1.996 0.038  0.003
H: -2.750 2.794 -1.150  -0.001
H: -3.193 1.143 0.611  0.001
H: 4.147 -1.734 0.887  0.000
H: -2.280 1.296 -1.969  -0.004
H: 5.302 0.654 0.284  0.000
H: -5.350 -0.093 0.337  0.000
H: 0.868 5.031 -1.490  0.000
H: 4.102 -1.691 -0.871  0.000
H: 0.228 2.370 -4.094  0.000
H: -2.421 2.798 -2.880  0.000
H: -0.634 5.139 -2.416  0.001
H: 0.545 0.952 -3.094  -0.002
H: -5.246 -2.575 0.049  0.001
H: -0.687 5.032 -0.653  0.000
H: 4.719 3.069 0.323  0.000
H: 1.694 2.287 -3.109  -0.001
H: 2.330 3.757 0.109  -0.003

***

DFT (ωB97M-V/def2-TZVPD) results for C15H18IrN4O7P2S as an isolated structure.

Summary:
Energy above the lowest of the compared OMol25 structures with the same formula, charge and spin in eV: 0.7960
Net charge: +1
HOMO-LUMO gap in eV: 7.124
LUMO energy in eV: -4.421

Last column: natural (NBO) charge in e.
CARTESIAN COORDINATES (ANGSTROEM)
Ir: -0.461 -0.380 -0.760  1.098
S: 0.141 -1.232 -2.701  -0.009
P: -3.038 1.430 -0.497  2.360
P: -3.668 -1.335 -0.938  2.409
O: -3.666 1.099 0.812  -1.151
O: -2.742 0.078 -2.846  -0.724
O: -4.259 -2.402 -1.926  -0.965
O: -3.544 2.799 -1.119  -0.986
O: -4.695 -1.261 0.233  -0.988
O: -1.491 1.406 -0.562  -1.039
O: -2.242 -1.629 -0.507  -1.109
N: 2.368 -0.111 -1.646  -0.388
N: 1.475 -0.033 -0.586  -0.227
N: 2.498 -0.781 -3.825  -0.763
N: -0.297 -0.186 1.281  -0.410
C: -1.046 0.234 3.500  -0.219
C: 1.276 0.384 2.993  -0.198
C: 0.247 0.479 3.918  -0.130
C: -1.282 -0.088 2.175  0.093
C: 1.808 -0.636 -2.685  0.292
C: 4.331 0.837 0.336  -0.095
C: 0.977 0.047 1.686  0.144
C: 1.982 0.005 0.611  0.285
C: -5.055 0.642 -2.344  -0.641
C: 5.214 -1.066 2.168  -0.208
C: 3.869 -0.991 1.842  -0.178
C: 3.423 -0.043 0.922  -0.160
C: 6.113 -0.178 1.595  -0.172
C: 5.669 0.774 0.685  -0.224
C: -3.684 0.263 -1.795  -0.488
H: 0.458 0.753 4.942  0.242
H: -5.335 -0.076 -3.114  0.240
H: 2.104 -1.269 -4.609  0.417
H: -1.887 0.306 4.175  0.248
H: 3.171 -1.691 2.286  0.221
H: 2.302 0.584 3.265  0.254
H: 3.989 1.572 -0.378  0.222
H: -2.733 0.866 -3.404  0.492
H: -5.820 0.639 -1.566  0.243
H: -3.839 -3.273 -1.903  0.536
H: -3.352 3.596 -0.608  0.528
H: 5.558 -1.815 2.868  0.230
H: -4.545 -0.408 0.727  0.552
H: -2.281 -0.265 1.812  0.250
H: -5.015 1.644 -2.769  0.238
H: 6.371 1.467 0.242  0.228
H: 3.472 -0.528 -3.843  0.420
H: 7.161 -0.225 1.859  0.229

***

DFT (ωB97M-V/def2-TZVPD) results for one molecule with the formula C15H18N2O3S2.

Summary:
SMILES: CCOC(=O)CCCSc1nc2sc3c(c2c(=O)[nH]1)CCC3
Energy above the lowest of the compared OMol25 structures with the same formula, charge and spin in eV: 0.6260
Net charge: 0
HOMO-LUMO gap in eV: 8.458
LUMO energy in eV: 0.584

Last column: natural (NBO) charge in e.
CARTESIAN COORDINATES (ANGSTROEM)
S: -1.208 -1.291 0.946  0.243
S: 3.063 1.888 0.533  0.443
O: -4.710 1.266 0.770  -0.616
O: -5.268 0.155 -1.099  -0.507
O: 3.204 -3.053 -0.252  -0.600
N: 0.952 0.210 0.717  -0.547
N: 1.234 -2.078 0.310  -0.600
C: 2.611 -2.036 0.031  0.655
C: 3.134 -0.695 0.130  -0.247
C: -1.783 0.392 1.345  -0.509
C: -6.637 0.104 -0.688  -0.077
C: -1.962 1.260 0.111  -0.417
C: 4.556 1.125 0.100  -0.187
C: 6.642 0.414 -0.729  -0.381
C: -4.405 0.752 -0.274  0.804
C: 0.483 -0.992 0.633  0.303
C: 2.269 0.345 0.468  0.065
C: -6.890 -1.063 0.256  -0.634
C: 5.767 -0.823 -0.419  -0.416
C: -3.005 0.701 -0.851  -0.519
C: 5.942 1.635 -0.087  -0.429
C: 4.448 -0.217 -0.076  -0.021
H: -1.003 1.360 -0.398  0.231
H: -6.327 -0.925 1.176  0.221
H: -3.011 1.273 -1.781  0.243
H: 5.986 2.520 -0.723  0.217
H: -2.728 0.256 1.868  0.246
H: -2.279 2.248 0.451  0.228
H: -1.038 0.817 2.015  0.252
H: 0.794 -2.990 0.267  0.427
H: -2.784 -0.337 -1.107  0.240
H: 5.698 -1.510 -1.261  0.229
H: -6.896 1.049 -0.201  0.198
H: 6.388 1.894 0.877  0.211
H: 6.692 0.557 -1.808  0.206
H: -6.583 -1.996 -0.210  0.211
H: -7.206 -0.007 -1.614  0.190
H: 6.150 -1.386 0.436  0.215
H: 7.657 0.293 -0.358  0.211
H: -7.948 -1.115 0.495  0.217

***

DFT (ωB97M-V/def2-TZVPD) results for one molecule with the formula C15H18N2O4S.

Summary:
SMILES: CCn1cc(C=O)c2cc(S(=O)(=O)N3CCOCC3)ccc21
Energy above the lowest of the compared OMol25 structures with the same formula, charge and spin in eV: 2.1072
Net charge: 0
HOMO-LUMO gap in eV: 8.882
LUMO energy in eV: 0.159

Last column: natural (NBO) charge in e.
CARTESIAN COORDINATES (ANGSTROEM)
S: -2.401 -1.898 0.383  2.337
O: -3.401 -1.897 -0.645  -0.945
O: -2.101 1.500 2.710  -0.526
O: -2.003 -3.137 0.977  -0.935
O: 2.823 -1.815 2.193  -0.538
N: -2.992 -0.947 1.610  -0.676
N: 2.441 0.809 -1.573  -0.354
C: -3.635 0.297 1.265  -0.260
C: 2.944 0.833 -3.971  -0.614
C: 3.344 0.351 -0.677  0.071
C: 3.379 -1.137 1.363  0.417
C: 1.365 -0.572 -0.148  -0.083
C: -0.941 -1.079 -0.269  -0.354
C: -2.666 1.475 1.418  -0.087
C: -1.093 -0.256 -1.383  -0.192
C: 2.735 1.655 -2.701  -0.204
C: 0.268 -1.263 0.359  -0.161
C: 1.215 0.261 -1.284  0.216
C: 2.746 -0.495 0.235  -0.241
C: -2.296 -0.920 2.875  -0.260
C: -1.388 0.310 2.986  -0.088
C: -0.015 0.421 -1.914  -0.265
H: -3.997 0.204 0.243  0.237
H: -0.131 1.047 -2.785  0.221
H: 3.152 1.492 -4.810  0.219
H: 4.371 0.662 -0.724  0.218
H: 3.637 2.229 -2.473  0.211
H: 2.056 0.249 -4.196  0.217
H: -3.046 -0.890 3.674  0.204
H: 0.363 -1.931 1.200  0.263
H: 1.906 2.355 -2.838  0.209
H: -4.486 0.441 1.940  0.205
H: 4.471 -0.943 1.422  0.104
H: -1.867 1.405 0.663  0.166
H: -3.191 2.425 1.301  0.197
H: 3.782 0.151 -3.847  0.214
H: -0.539 0.220 2.292  0.170
H: -1.726 -1.844 2.953  0.242
H: -1.010 0.417 4.004  0.200
H: -2.073 -0.186 -1.828  0.245

***

DFT (ωB97M-V/def2-TZVPD) results for C15H18N3O9V as an isolated structure.

Summary:
Energy above the lowest of the compared OMol25 structures with the same formula, charge and spin in eV: 0.2233
Net charge: 0
HOMO-LUMO gap in eV: 7.293
LUMO energy in eV: -2.340

Last column: Mulliken charge in e.
CARTESIAN COORDINATES (ANGSTROEM)
V: -3.487 -0.121 -2.166  1.598
O: -4.828 4.551 2.460  -0.544
O: 5.758 -0.064 -4.903  -0.597
O: -2.247 0.722 -2.848  -0.707
O: -4.396 2.463 2.242  -0.493
O: -2.206 -3.771 2.816  -0.609
O: -3.124 -1.609 -2.452  -0.556
O: -2.697 -1.710 2.645  -0.573
O: 4.689 -1.151 -6.437  -0.577
O: -3.083 0.277 -0.109  -0.814
N: 4.747 -0.450 -5.448  0.966
N: -1.881 -2.596 2.854  0.991
N: -4.116 3.587 2.595  0.931
C: 2.137 -1.632 3.597  -0.363
C: -0.506 -2.269 3.111  -0.131
C: 2.298 -0.377 -5.506  -0.270
C: -2.750 3.787 3.103  -0.713
C: 1.091 -0.200 -4.830  -0.554
C: 0.476 -3.267 3.108  -0.207
C: 3.420 0.362 -3.507  -0.170
C: -0.651 0.158 0.080  -0.791
C: 2.237 0.680 -2.850  -0.663
C: 1.166 -0.651 3.794  -0.582
C: -1.956 0.813 0.487  0.519
C: 1.809 -2.952 3.291  -0.639
C: 1.080 0.424 -3.594  0.024
C: 3.470 -0.090 -4.819  -0.015
C: -0.155 -0.984 3.498  0.100
H: 2.598 -3.689 3.299  0.389
H: 3.130 -1.207 3.701  0.363
H: 2.185 1.233 -1.927  0.434
H: -2.851 3.780 4.190  0.314
H: -0.291 -0.668 0.702  0.024
H: 2.249 -0.884 -6.457  0.398
H: -2.027 3.018 2.850  0.190
H: 0.154 0.620 -3.064  0.280
H: 1.355 0.312 4.242  0.401
H: -0.945 -0.263 3.667  0.400
H: 0.202 0.815 0.302  0.273
H: 0.201 -0.466 -5.383  0.371
H: 0.188 -4.306 3.025  0.450
H: -0.618 -0.113 -0.975  0.232
H: -2.008 0.698 1.577  -0.123
H: -1.891 1.883 0.249  0.323
H: 4.387 0.556 -3.057  0.395
H: -2.310 4.748 2.849  0.324

***

| no. | electronic energy (eV) | maximum force (eV/A) |
| --- | --- | --- |
| 1 | -102228.8218 | 3.782 |
| 2 | -84204.0606 | 1.252 |
| 3 | -45333.0726 | 1.501 |
| 4 | -81572.6809 | 2.315 |
| 5 | -68392.4052 | 1.107 |
| 6 | -46641.9499 | 0.794 |
| 7 | -37851.9470 | 1.066 |
| 8 | -64421.1458 | 6.399 |